{
  "formula": "C35H55FO24S",
  "method": "ωB97M-V/def2-TZVPD",
  "species": ["O", "S", "O", "C", "C", "C", "C", "C", "C", "C", "F", "O", "H", "H", "H", "H", "H", "H", "H", "H", "H", "H", "H", "H", "H", "C", "C", "C", "O", "C", "O", "O", "H", "H", "H", "H", "H", "H", "C", "C", "C", "O", "C", "O", "O", "H", "H", "H", "H", "H", "H", "C", "C", "C", "O", "C", "O", "O", "H", "H", "H", "H", "H", "H", "C", "C", "C", "O", "C", "O", "O", "H", "H", "H", "H", "H", "H", "C", "C", "C", "O", "C", "O", "O", "H", "H", "H", "H", "H", "H", "C", "C", "C", "O", "C", "O", "O", "H", "H", "H", "H", "H", "H", "C", "C", "C", "O", "C", "O", "O", "H", "H", "H", "H", "H", "H"],
  "coordinates": [[4.51478, 5.44455, 2.06698], [4.08677, 4.86923, 0.82683], [4.20965, 5.64802, -0.37664], [4.87883, 3.29828, 0.56905], [4.04449, 2.12030, 1.07929], [2.59189, 2.08716, 0.56467], [2.13211, 3.44337, 0.06233], [0.62698, 3.61772, -0.17923], [-0.26573, 2.48644, 0.33225], [-0.46402, 2.55036, 1.84287], [-0.41540, 1.27058, 2.41317], [2.57908, 4.45882, 1.03096], [5.79412, 3.37416, 1.15743], [5.14168, 3.23027, -0.48417], [4.55994, 1.19995, 0.80858], [4.03761, 2.20074, 2.16818], [1.95015, 1.71471, 1.36388], [2.48709, 1.38050, -0.26228], [2.65610, 3.66326, -0.87160], [0.33325, 4.54753, 0.31778], [0.44961, 3.78211, -1.24284], [-1.23744, 2.56028, -0.15817], [0.12420, 1.50299, 0.06253], [0.31250, 3.14746, 2.33245], [-1.43451, 2.98106, 2.09956], [5.63252, 9.16986, 1.93431], [6.68724, 8.86225, 0.90785], [7.08202, 7.40618, 0.78934], [8.44410, 7.49749, 0.34279], [8.94439, 8.67878, 0.77293], [10.09215, 8.98497, 0.72635], [7.95452, 9.45918, 1.26117], [5.93871, 8.80581, 2.91519], [5.46030, 10.24327, 2.00067], [4.70090, 8.67742, 1.65464], [6.40901, 9.25845, -0.07325], [6.48461, 6.84646, 0.07514], [7.06219, 6.90466, 1.75934], [-0.31615, -0.31559, -3.64562], [-1.63682, -0.36749, -2.92912], [-2.85925, -0.02673, -3.75520], [-3.74815, 0.52932, -2.77056], [-2.99650, 1.03018, -1.76865], [-3.40766, 1.72150, -0.88879], [-1.70966, 0.64802, -1.90523], [-0.17413, 0.66666, -4.09992], [0.50292, -0.49238, -2.95178], [-0.29894, -1.07216, -4.43087], [-1.77888, -1.33170, -2.42901], [-3.32061, -0.87786, -4.24188], [-2.63767, 0.75023, -4.49099], [-1.99547, -1.96382, 2.28609], [-1.06760, -2.38837, 1.18499], [0.17221, -3.14422, 1.62635], [1.11592, -2.80185, 0.59547], [0.75392, -1.60200, 0.09595], [1.41895, -0.92913, -0.62966], [-0.47022, -1.25268, 0.53070], [-1.46576, -1.36574, 3.02795], [-2.81685, -1.36107, 1.89992], [-2.40559, -2.84724, 2.77582], [-1.60272, -2.95687, 0.41680], [0.04640, -4.22137, 1.67942], [0.55012, -2.77068, 2.58004], [-5.84280, -4.25628, 5.10778], [-4.84695, -4.89690, 4.18396], [-4.72230, -6.40374, 4.27693], [-3.35886, -6.61950, 3.88391], [-2.66031, -5.49911, 4.17033], [-1.47421, -5.41046, 4.12057], [-3.49550, -4.49536, 4.51232], [-5.63766, -4.50995, 6.14864], [-5.81318, -3.17201, 5.00885], [-6.84226, -4.59624, 4.83710], [-5.03383, -4.59693, 3.14938], [-5.38673, -6.94709, 3.61185], [-4.84671, -6.75318, 5.30497], [-10.95476, -3.53225, 5.32420], [-10.54080, -3.73102, 3.89255], [-11.25155, -4.83665, 3.13303], [-10.25566, -5.24746, 2.18617], [-9.04408, -4.96277, 2.70736], [-8.00257, -5.34087, 2.27417], [-9.17548, -4.19138, 3.80829], [-10.85175, -4.46146, 5.88550], [-10.33814, -2.77195, 5.80058], [-11.99465, -3.20698, 5.36478], [-10.59651, -2.79337, 3.33255], [-12.14610, -4.51960, 2.60546], [-11.48064, -5.68443, 3.78350], [7.44256, 2.37809, -5.53532], [6.93839, 2.76394, -4.17250], [7.98064, 3.25683, -3.18592], [7.41261, 2.86641, -1.92989], [6.60326, 1.80375, -2.14786], [6.11504, 1.15140, -1.28144], [6.42378, 1.61069, -3.46985], [8.22663, 1.62484, -5.45384], [6.63578, 1.97045, -6.14206], [7.84500, 3.25673, -6.04042], [6.11908, 3.48506, -4.24391], [8.14121, 4.33081, -3.19410], [8.93180, 2.73391, -3.31300], [0.62566, -6.07545, -5.64059], [-0.43140, -5.27254, -4.93507], [-1.85220, -5.79655, -5.03238], [-2.62620, -4.59285, -4.93912], [-1.86212, -3.57326, -5.38656], [-2.25856, -2.47157, -5.60246], [-0.58490, -3.97312, -5.54686], [0.37279, -6.19889, -6.69400], [1.59203, -5.57886, -5.57436], [0.71067, -7.05901, -5.17757], [-0.16320, -5.10281, -3.88821], [-2.13926, -6.47577, -4.23523], [-2.04340, -6.25694, -6.00474]],
  "lowdin_charge": [-0.28, 0.60, -0.29, -0.21, -0.16, -0.12, -0.30, -0.11, -0.17, -0.18, -0.07, -0.21, 0.12, 0.08, 0.11, 0.12, 0.11, 0.12, 0.14, 0.13, 0.12, 0.09, 0.10, 0.12, 0.12, -0.02, -0.32, -0.09, 0.06, -0.57, 0.16, 0.08, 0.09, 0.09, 0.09, 0.16, 0.12, 0.14, 0.00, -0.32, -0.08, 0.07, -0.57, 0.15, 0.07, 0.09, 0.07, 0.08, 0.16, 0.12, 0.14, 0.00, -0.32, -0.08, 0.07, -0.56, 0.14, 0.07, 0.09, 0.09, 0.07, 0.16, 0.14, 0.14, -0.01, -0.32, -0.08, 0.07, -0.58, 0.15, 0.07, 0.09, 0.09, 0.07, 0.16, 0.14, 0.14, -0.02, -0.32, -0.08, 0.07, -0.57, 0.16, 0.06, 0.09, 0.09, 0.09, 0.16, 0.14, 0.14, -0.02, -0.32, -0.08, 0.06, -0.57, 0.16, 0.09, 0.09, 0.09, 0.09, 0.16, 0.14, 0.14, -0.02, -0.32, -0.09, 0.07, -0.56, 0.15, 0.09, 0.09, 0.09, 0.09, 0.16, 0.14, 0.14],
  "homo_ev": -10.4,
  "homo_lumo_gap_ha": 0.3896
}

{
  "formula": "C35H56N4PTi",
  "method": "ωB97M-V/def2-TZVPD",
  "species": ["Ti", "C", "C", "C", "C", "C", "C", "C", "C", "C", "C", "H", "H", "H", "H", "H", "H", "H", "H", "H", "H", "H", "H", "H", "H", "C", "C", "C", "C", "C", "C", "C", "C", "N", "H", "H", "H", "H", "H", "H", "H", "H", "H", "N", "C", "C", "C", "C", "C", "N", "H", "H", "H", "H", "H", "H", "C", "C", "C", "C", "P", "N", "C", "C", "C", "C", "C", "C", "C", "C", "H", "H", "H", "H", "H", "H", "H", "H", "H", "H", "H", "H", "H", "H", "H", "H", "H", "H", "H", "H", "H", "H", "H", "H", "H", "H", "H"],
  "coordinates": [[0.82811, -0.71409, 0.92938], [-4.06328, -1.04508, -1.21990], [-3.82209, 0.02426, -2.28968], [-3.39075, -0.65067, -3.58928], [-2.83644, 1.07980, -1.80965], [-1.73182, 1.46341, -2.55931], [-0.83258, 2.40908, -2.08486], [-0.99424, 3.00066, -0.84137], [0.00692, 3.99715, -0.32048], [-2.11238, 2.63645, -0.09626], [-3.01476, 1.70110, -0.57284], [-4.79024, -1.77814, -1.58000], [-4.45194, -0.62127, -0.29287], [-3.13594, -1.56951, -0.98616], [-4.77568, 0.53539, -2.47540], [-2.42531, -1.14976, -3.46716], [-3.30911, 0.05987, -4.41432], [-4.12497, -1.40768, -3.87303], [-1.52709, 0.99307, -3.51102], [0.03245, 2.66288, -2.68854], [-0.22032, 5.00968, -0.66515], [1.01330, 3.74819, -0.65966], [0.01866, 4.00858, 0.76929], [-2.27054, 3.07788, 0.88119], [-3.86577, 1.43780, 0.04520], [2.21030, -4.45250, 1.62566], [3.48634, -3.67126, 1.75686], [4.68303, -4.29368, 2.07517], [5.87462, -3.58248, 2.15245], [5.85284, -2.21851, 1.88626], [4.67812, -1.55688, 1.56352], [4.68515, -0.09193, 1.22962], [3.45174, -2.27479, 1.50610], [2.28346, -1.65666, 1.22296], [2.38050, -5.51479, 1.81375], [1.79597, -4.33045, 0.61982], [1.44901, -4.08902, 2.32110], [4.68271, -5.36419, 2.26073], [6.80180, -4.08153, 2.40665], [6.77694, -1.64840, 1.93028], [3.82596, 0.41061, 1.66882], [4.60318, 0.05900, 0.14876], [5.60459, 0.38638, 1.57492], [-0.89025, -2.76744, -0.00869], [-0.21586, -2.29138, -1.16469], [-0.13590, -3.08785, -2.26983], [0.47074, -2.57631, -3.46019], [0.98989, -1.27501, -3.38838], [0.89318, -0.54113, -2.23900], [0.27181, -1.01327, -1.07863], [-0.75784, -3.76259, 0.10203], [-0.64750, -2.33500, 0.88425], [-0.55614, -4.08579, -2.23216], [0.55125, -3.17496, -4.35574], [1.48814, -0.83157, -4.24325], [1.31168, 0.45253, -2.16650], [1.95246, 2.87032, 3.33070], [1.70339, 1.80653, 4.41304], [2.94703, 0.90321, 4.39828], [1.60952, 2.48412, 5.78290], [0.21681, 0.75915, 3.87079], [0.28532, 0.49237, 2.34617], [-1.38273, 1.72896, 4.23507], [-2.52849, 1.02776, 3.48450], [-1.24365, 3.10784, 3.57392], [-1.78711, 1.93052, 5.69668], [0.18618, -0.81308, 4.94523], [-1.17942, -1.48401, 4.73211], [1.23327, -1.82271, 4.45101], [0.39996, -0.59890, 6.44813], [2.92930, 3.32799, 3.51617], [1.21048, 3.66551, 3.33179], [1.96146, 2.40957, 2.34343], [3.83790, 1.53816, 4.42349], [2.99250, 0.29691, 3.49189], [2.99366, 0.24756, 5.26624], [2.56574, 2.97519, 5.99200], [1.42420, 1.77484, 6.58974], [0.83834, 3.25236, 5.82115], [-2.21536, 0.76741, 2.47347], [-3.37982, 1.71465, 3.42536], [-2.87360, 0.12431, 3.98201], [-0.89918, 3.00227, 2.54527], [-0.56598, 3.76996, 4.10934], [-2.22660, 3.58927, 3.55741], [-2.06266, 0.99613, 6.18357], [-2.66867, 2.58043, 5.72574], [-1.00633, 2.41061, 6.28808], [-1.40986, -1.57721, 3.66942], [-1.99200, -0.95135, 5.22374], [-1.14267, -2.48997, 5.15927], [1.22901, -1.92609, 3.36572], [0.99821, -2.79755, 4.89094], [2.24782, -1.57343, 4.74714], [-0.28852, 0.11966, 6.88804], [1.41759, -0.28135, 6.67303], [0.24473, -1.55713, 6.95531]],
  "lowdin_charge": [0.81, -0.07, -0.38, -0.08, -0.19, -0.04, -0.06, -0.28, -0.04, -0.05, -0.04, 0.07, 0.06, 0.07, 0.13, 0.08, 0.07, 0.07, 0.10, 0.11, 0.08, 0.08, 0.05, 0.09, 0.10, -0.07, -0.23, -0.09, -0.14, -0.09, -0.23, -0.07, -0.33, -0.15, 0.07, 0.07, 0.06, 0.09, 0.08, 0.09, 0.03, 0.08, 0.07, 0.08, -0.46, -0.09, -0.15, -0.15, -0.19, -0.09, 0.08, 0.02, 0.09, 0.06, 0.09, 0.08, -0.10, -0.59, -0.09, -0.09, 0.85, -0.36, -0.59, -0.11, -0.11, -0.09, -0.59, -0.10, -0.10, -0.09, 0.08, 0.05, 0.06, 0.09, 0.06, 0.06, 0.09, 0.06, 0.06, 0.06, 0.08, 0.05, 0.04, 0.06, 0.08, 0.06, 0.08, 0.06, 0.08, 0.05, 0.08, 0.03, 0.09, 0.07, 0.06, 0.06, 0.09],
  "multiplicity": 3,
  "total_charge": -1,
  "homo_ev": [-1.6, -3.7],
  "homo_lumo_gap_ha": [0.1484, 0.2268]
}

{
  "formula": "C35H56N6PRh",
  "method": "ωB97M-V/def2-TZVPD",
  "species": ["Rh", "C", "C", "C", "C", "C", "H", "H", "H", "H", "H", "C", "N", "C", "C", "N", "C", "C", "C", "C", "C", "C", "N", "C", "N", "C", "C", "N", "C", "C", "N", "C", "C", "H", "H", "H", "H", "H", "H", "H", "H", "H", "H", "H", "H", "H", "H", "H", "H", "H", "H", "H", "H", "H", "H", "H", "H", "H", "H", "H", "H", "C", "C", "C", "C", "P", "C", "C", "C", "C", "C", "C", "C", "C", "C", "C", "H", "H", "H", "H", "H", "H", "H", "H", "H", "H", "H", "H", "H", "H", "H", "H", "H", "H", "H", "H", "H", "H", "H"],
  "coordinates": [[0.03508, 0.03899, 0.86178], [0.80523, -1.22902, 2.41454], [-0.31898, -1.29983, 3.36867], [-0.32238, -0.20309, 4.14557], [0.84940, 0.60534, 3.80651], [1.55820, -0.04512, 2.85452], [1.28130, -2.11869, 2.02977], [-1.02690, -2.10681, 3.45425], [-1.03204, 0.03242, 4.92234], [1.12953, 1.52676, 4.29404], [2.53319, 0.23590, 2.52142], [3.56330, 2.25884, 1.00545], [3.89544, 0.90836, 0.56277], [5.28518, 0.73586, 0.15518], [2.95242, -0.03478, 0.32283], [1.71920, 0.32067, -0.12731], [1.67963, 1.45705, -0.99542], [2.64322, 1.62024, -1.98129], [2.72632, 2.80726, -2.69094], [1.84267, 3.83617, -2.39236], [0.82631, 3.63874, -1.46967], [0.67715, 2.41723, -0.81454], [-0.36556, 2.06125, 0.07511], [-1.47461, 2.81250, 0.19517], [-2.09902, 2.85360, 1.39214], [-3.54951, 2.90618, 1.52220], [-1.37800, 2.80453, 2.64811], [-2.05435, 3.53923, -0.78629], [-2.69034, 4.82655, -0.51561], [-2.00856, 3.20585, -2.19706], [3.26753, -1.30640, 0.60242], [4.30921, -1.65690, 1.56369], [2.66007, -2.44007, -0.06689], [3.65883, 2.98067, 0.19253], [4.25459, 2.53113, 1.80448], [2.55007, 2.28940, 1.39310], [5.52458, 1.50426, -0.58338], [5.43249, -0.23740, -0.30116], [5.96179, 0.84439, 1.00331], [3.35247, 0.82380, -2.17123], [3.48432, 2.93506, -3.45038], [1.92719, 4.78970, -2.89302], [0.14516, 4.45012, -1.26109], [-4.02217, 2.71074, 0.56391], [-3.88933, 3.87008, 1.90287], [-3.86096, 2.13526, 2.22907], [-0.32656, 3.02132, 2.48104], [-1.47335, 1.83083, 3.12869], [-1.79820, 3.55606, 3.31852], [-2.48717, 5.14821, 0.50093], [-3.76823, 4.78632, -0.67672], [-2.27170, 5.56443, -1.20189], [-1.47622, 2.28130, -2.34950], [-1.50750, 3.99172, -2.76362], [-3.02858, 3.10569, -2.57285], [4.56692, -0.79739, 2.17520], [5.20885, -2.02528, 1.06969], [3.92274, -2.44628, 2.20822], [1.71658, -2.14366, -0.50447], [2.47753, -3.23566, 0.65634], [3.32476, -2.82374, -0.84438], [-3.29126, -0.05350, -1.03445], [-2.72676, -1.18880, -0.17459], [-3.61363, -2.42864, -0.32075], [-2.78194, -0.70743, 1.27692], [-0.90566, -1.53739, -0.53075], [-0.65061, -3.27899, -0.00480], [-0.38167, -4.34650, -0.86764], [-0.26482, -5.64274, -0.38748], [-0.41739, -5.91318, 0.96301], [-0.68902, -4.86922, 1.83379], [-0.79952, -3.57632, 1.35082], [-0.57443, -1.47407, -2.39192], [0.89184, -1.80433, -2.71785], [-0.78286, -0.07277, -2.96309], [-1.55311, -2.38855, -3.15638], [-4.26279, 0.22598, -0.62166], [-3.46026, -0.35546, -2.06338], [-2.65248, 0.82949, -1.02514], [-4.63281, -2.15925, -0.03454], [-3.29188, -3.24710, 0.32003], [-3.64552, -2.78828, -1.34681], [-3.78728, -0.33848, 1.49531], [-2.12790, 0.16505, 1.47875], [-2.55845, -1.49094, 1.98906], [-0.25901, -4.20552, -1.92438], [-0.05883, -6.44475, -1.08225], [-0.33019, -6.92524, 1.33185], [-0.81776, -5.05749, 2.89022], [-1.00807, -2.78314, 2.05190], [1.54511, -1.01145, -2.35875], [0.98300, -1.83190, -3.80501], [1.25425, -2.75051, -2.33607], [-0.22684, 0.67738, -2.41653], [-1.83017, 0.19576, -3.01222], [-0.40329, -0.07304, -3.98695], [-1.58222, -3.42356, -2.83779], [-1.25630, -2.37138, -4.20709], [-2.56766, -2.00364, -3.10870]],
  "lowdin_charge": [0.93, -0.25, -0.13, -0.07, -0.06, -0.15, 0.08, 0.10, 0.12, 0.12, 0.08, -0.01, -0.14, -0.02, -0.39, -0.01, -0.27, -0.04, -0.06, -0.05, -0.03, -0.25, 0.06, -0.38, -0.14, -0.03, -0.03, -0.14, -0.02, -0.03, -0.12, -0.02, -0.03, 0.10, 0.11, 0.09, 0.10, 0.09, 0.11, 0.12, 0.12, 0.12, 0.11, 0.09, 0.10, 0.10, 0.09, 0.06, 0.11, 0.10, 0.10, 0.10, 0.05, 0.10, 0.11, 0.10, 0.10, 0.10, 0.02, 0.10, 0.12, -0.07, -0.64, -0.05, -0.09, 1.15, -0.33, -0.08, -0.04, -0.04, -0.04, -0.13, -0.61, -0.08, -0.09, -0.06, 0.10, 0.08, 0.05, 0.10, 0.08, 0.08, 0.10, 0.04, 0.07, 0.08, 0.12, 0.12, 0.12, 0.03, 0.06, 0.10, 0.06, 0.05, 0.06, 0.11, 0.07, 0.11, 0.07],
  "total_charge": 2,
  "homo_ev": -13.0,
  "homo_lumo_gap_ha": 0.2431
}

E in hartree, matching the order above: -3670.61299 -2777.16526 -2147.16401